# 1
This record from the Open Molecules 2025 dataset describes C2HBrF2S in the gas phase at a distorted geometry. The level of theory is wB97M-V/def2-TZVPD.

CARTESIAN COORDINATES (ANGSTROEM)
S -0.8388 0.0429 1.4663
H -1.0847 -0.9401 -0.5559
F 1.5209 0.9336 0.3263
C -0.1915 -0.7914 -0.0065
C 0.3180 0.6265 -0.1045
F 0.5927 -1.9230 0.0225
Br -0.3166 2.0514 -1.1482

Results
Kohn-Sham gap = 9.69 eV
Structure (SMILES) = F[C@H]1S[C@]1(F)Br
LUMO = 0.00 eV
Highest occupied orbital energy = -0.3560 Eh

=====

# 2
This record from the Open Molecules 2025 dataset describes 2 unconnected molecules or ions with the total composition C2HBrFN at a distorted geometry. The level of theory is wB97M-V/def2-TZVPD.

CARTESIAN COORDINATES (ANGSTROEM)
C 0.4639 0.0666 -0.3782
H -1.8480 1.4230 0.4100
N -0.7863 -1.5219 1.0991
F 0.4770 -0.3937 -1.6464
Br 1.7421 1.3332 0.0186
C -0.0487 -0.9072 0.4968

Results
Kohn-Sham gap (spin up / spin down) = 9.20 / 9.54 eV
LUMO (spin up / spin down) = -0.26 / -1.61 eV
Highest occupied orbital energy (spin up / spin down) = -0.3475 / -0.4096 Eh

=====

# 3
This record from the Open Molecules 2025 dataset describes C2HBrN2O in the gas phase at a distorted geometry. The level of theory is wB97M-V/def2-TZVPD.

CARTESIAN COORDINATES (ANGSTROEM)
C -1.2487 -0.2682 -0.0022
O -0.6339 -1.3339 0.0282
N -0.7828 0.9817 0.0224
H -2.2525 -0.3070 -0.2815
N 0.4749 0.9898 0.1399
C 1.3843 0.1920 0.0759
Br 3.0588 -0.2543 0.0172

Results
Kohn-Sham gap = 8.55 eV
LUMO = -0.70 eV
Highest occupied orbital energy = -0.3396 Eh

=====

# 4
This record from the Open Molecules 2025 dataset describes 2 unconnected molecules or ions with the total composition C2HBrN2O2 at a distorted geometry. The level of theory is wB97M-V/def2-TZVPD.

CARTESIAN COORDINATES (ANGSTROEM)
Br 0.0300 -1.4569 1.0453
C 0.5626 0.2813 -1.9611
N 0.0059 1.4509 -1.7703
N -0.2718 2.4706 -1.4018
O -0.2272 -1.3218 -3.6413
O 1.5146 -0.0852 -1.1260
C 0.1390 -0.5313 -2.8978
H 0.7431 -0.9091 -0.0191

Results
Kohn-Sham gap = 7.45 eV
LUMO = -1.61 eV
Highest occupied orbital energy = -0.3327 Eh

=====

# 5
This record from the Open Molecules 2025 dataset describes a molecular structure, C2HCdO2 at a distorted geometry. The level of theory is wB97M-V/def2-TZVPD.

CARTESIAN COORDINATES (ANGSTROEM)
C 0.6759 0.8645 0.2599
H 0.7442 0.5714 -1.1770
C 0.0138 -0.2226 -0.3032
O 1.4893 1.1490 1.0890
O -1.2797 -0.3241 -0.3623
Cd -1.6435 -2.0383 0.4935

Results
Kohn-Sham gap (spin up / spin down) = 8.63 / 6.30 eV
Spin multiplicity = 2
<S²> = 0.75
LUMO (spin up / spin down) = 0.04 / -2.23 eV
Highest occupied orbital energy (spin up / spin down) = -0.3156 / -0.3134 Eh

=====

# 6
This record from the Open Molecules 2025 dataset describes C2HCl2FS in the gas phase at a distorted geometry. The level of theory is wB97M-V/def2-TZVPD.

CARTESIAN COORDINATES (ANGSTROEM)
C -0.7896 -0.3732 0.2306
C 0.5128 0.3454 -0.0325
Cl 0.3381 1.9255 -0.6461
H -1.2892 -0.0898 1.1424
Cl 1.4781 -0.6978 -1.1326
F 1.2044 0.3087 1.1798
S -1.4547 -1.4188 -0.7415

Results
Kohn-Sham gap = 8.42 eV
Structure (SMILES) = FC(Cl)(Cl)C=S
LUMO = -1.02 eV
Highest occupied orbital energy = -0.3468 Eh

=====

# 7
This record from the Open Molecules 2025 dataset describes 2 unconnected molecules or ions with the total composition C2HCl2NS2 at a distorted geometry. The level of theory is wB97M-V/def2-TZVPD.

CARTESIAN COORDINATES (ANGSTROEM)
C -1.7378 -0.2037 0.0139
N 1.5222 -1.2030 -0.4875
Cl -0.7006 2.2814 -0.8160
S 2.1151 0.1331 -0.1261
C -1.3103 0.8682 -0.3636
H -2.0648 -1.0100 0.6586
S 0.5683 -2.3931 -0.3595
Cl 1.6079 1.5270 1.4802

Results
Kohn-Sham gap = 7.28 eV
Structure (SMILES) = S=NSCl.C#CCl
LUMO = -1.67 eV
Highest occupied orbital energy = -0.3290 Eh

=====

# 8
This record from the Open Molecules 2025 dataset describes 2 unconnected molecules or ions with the total composition C2HCl2O2 at a distorted geometry. The level of theory is wB97M-V/def2-TZVPD.

CARTESIAN COORDINATES (ANGSTROEM)
Cl -1.4691 -0.2899 -1.3424
H -1.0060 1.4052 0.0182
C 1.3855 -0.3384 -0.1039
C -0.7845 0.3981 0.1208
O 1.5755 -0.9222 0.9146
Cl -1.4732 -0.3215 1.5472
O 1.7717 0.0687 -1.1544

Results
Kohn-Sham gap = 6.87 eV
Charge = -1
LUMO = 3.85 eV
Highest occupied orbital energy = -0.1108 Eh

=====

# 9
This record from the Open Molecules 2025 dataset describes C2HCl5O2 in the gas phase at a distorted geometry. The level of theory is wB97M-V/def2-TZVPD.

CARTESIAN COORDINATES (ANGSTROEM)
Cl -0.1028 -1.6023 -1.5527
O -2.3919 -0.3201 -0.1764
O -1.0537 0.2865 0.0123
H -2.7093 0.2534 0.5776
Cl 2.6561 -0.2313 -0.4993
C 1.2197 0.6295 -0.0654
Cl 0.2036 -1.6121 1.3811
C -0.0292 -0.5375 -0.0336
Cl 0.8113 1.9500 -1.2185
Cl 1.3961 1.1839 1.5748

Results
Kohn-Sham gap (spin up / spin down) = 8.00 / 7.72 eV
Spin multiplicity = 3
<S²> = 2.01
LUMO (spin up / spin down) = 0.38 / -3.27 eV
Highest occupied orbital energy (spin up / spin down) = -0.2802 / -0.4039 Eh

=====

# 10
This record from the Open Molecules 2025 dataset describes 2 unconnected molecules or ions with the total composition C2HClF2O at a distorted geometry. The level of theory is wB97M-V/def2-TZVPD.

CARTESIAN COORDINATES (ANGSTROEM)
H 0.8544 -1.5272 -1.1019
Cl -2.7635 -0.0235 0.8900
C 0.1603 -1.0698 -0.2702
O -2.8727 -0.9368 -1.6031
F -0.1213 -1.9179 0.7379
F 0.5778 0.1131 0.2406
C -2.2510 -0.6316 -0.6717

Results
Kohn-Sham gap (spin up / spin down) = 8.76 / 8.42 eV
LUMO (spin up / spin down) = -0.37 / -0.87 eV
Highest occupied orbital energy (spin up / spin down) = -0.3355 / -0.3416 Eh

=====

# 11
This record from the Open Molecules 2025 dataset describes 2 unconnected molecules or ions with the total composition C2HClF2S at a distorted geometry. The level of theory is wB97M-V/def2-TZVPD.

CARTESIAN COORDINATES (ANGSTROEM)
F 1.1635 1.4488 0.3923
Cl -2.1252 0.9137 0.4210
H 1.6172 -0.3858 0.4676
C 1.1108 0.2693 -0.1215
F 1.4600 0.2556 -1.3949
S -1.8552 -1.9829 -0.0346
C -1.3711 -0.5188 0.2701

Results
Kohn-Sham gap (spin up / spin down) = 7.66 / 7.95 eV
LUMO (spin up / spin down) = -0.56 / -0.66 eV
Highest occupied orbital energy (spin up / spin down) = -0.3020 / -0.3165 Eh

=====

# 12
This record from the Open Molecules 2025 dataset describes C2HClF2S in the gas phase at a distorted geometry. The level of theory is wB97M-V/def2-TZVPD.

CARTESIAN COORDINATES (ANGSTROEM)
Cl 2.4407 -0.1179 -1.0726
H -0.4814 0.5133 1.1724
F 1.5256 -0.8455 1.2376
F 2.5549 1.0814 1.1227
S -0.2012 2.0816 -0.4639
C 1.6319 0.2218 0.4846
C 0.2488 0.8157 0.3885

Results
Kohn-Sham gap = 8.31 eV
Structure (SMILES) = FC(F)(Cl)C=S
LUMO = -1.40 eV
Highest occupied orbital energy = -0.3571 Eh

=====

# 13
This record from the Open Molecules 2025 dataset describes C2HClF4 in the gas phase at a distorted geometry. The level of theory is wB97M-V/def2-TZVPD.

CARTESIAN COORDINATES (ANGSTROEM)
F -1.3249 -1.3036 0.6916
F 0.5009 1.4278 -0.6734
C 0.3179 0.4203 0.1753
F 0.7492 0.9701 1.3419
F -1.9057 0.3048 -1.0187
C -1.1932 0.0243 0.3460
Cl 1.4689 -0.9239 -0.4344
H -1.8962 0.4477 1.1840

Results
Kohn-Sham gap = 12.53 eV
Structure (SMILES) = FC(F)C(F)(F)Cl
LUMO = 0.27 eV
Highest occupied orbital energy = -0.4508 Eh

=====

# 14
This record from the Open Molecules 2025 dataset describes C2HClFN in the gas phase at a distorted geometry. The level of theory is wB97M-V/def2-TZVPD.

CARTESIAN COORDINATES (ANGSTROEM)
C -0.8909 -0.3839 -0.0603
C 0.3221 0.3122 0.2153
N -1.7408 -1.0460 -0.5302
H 0.2190 0.5624 1.3374
Cl 1.6913 -0.8253 -0.3495
F 0.3993 1.3806 -0.6127

Results
Kohn-Sham gap = 11.82 eV
Structure (SMILES) = N#C[C@H](F)Cl
LUMO = -0.10 eV
Highest occupied orbital energy = -0.4379 Eh

=====

# 15
This record from the Open Molecules 2025 dataset describes 2 unconnected molecules or ions with the total composition C2HClFN at a distorted geometry. The level of theory is wB97M-V/def2-TZVPD.

CARTESIAN COORDINATES (ANGSTROEM)
N 1.0353 -1.8968 -0.4278
C 0.4412 -0.9343 -0.2413
Cl -1.9135 0.3453 -0.2323
C -0.2564 0.2818 -0.1599
F 0.3998 1.0574 1.5988
H 0.2936 1.1466 -0.5375

Results
Kohn-Sham gap (spin up / spin down) = 9.68 / 9.69 eV
LUMO (spin up / spin down) = -2.37 / -2.37 eV
Highest occupied orbital energy (spin up / spin down) = -0.4430 / -0.4431 Eh

=====

# 16
This record from the Open Molecules 2025 dataset describes C2HClFN in the gas phase at a distorted geometry. The level of theory is wB97M-V/def2-TZVPD.

CARTESIAN COORDINATES (ANGSTROEM)
N 2.1147 -0.5449 -0.4806
F -0.7734 0.4420 1.4625
C 0.8917 -0.2433 -0.0826
Cl -1.4170 -1.0531 -0.5553
H -0.3997 1.1363 -0.4358
C -0.4164 0.2630 0.0917

Results
Kohn-Sham gap = 11.33 eV
Structure (SMILES) = N#C[C@H](F)Cl
LUMO = -0.21 eV
Highest occupied orbital energy = -0.4243 Eh

=====

# 17
This record from the Open Molecules 2025 dataset describes C2HClFN3 in the gas phase at a distorted geometry. The level of theory is wB97M-V/def2-TZVPD.

CARTESIAN COORDINATES (ANGSTROEM)
N 0.9779 1.2796 -0.2726
H -2.0474 0.3916 0.5342
Cl 2.3067 -1.0686 -0.3306
C -0.2977 -0.5768 0.0407
N -0.3157 1.5402 -0.1832
N -1.0666 0.3901 0.0919
F -0.5648 -1.9074 0.0960
C 1.0076 -0.0486 0.0236

Results
Kohn-Sham gap = 9.78 eV
Structure (SMILES) = Fc1[nH]nnc1Cl
LUMO = 0.46 eV
Highest occupied orbital energy = -0.3425 Eh

=====

# 18
This record from the Open Molecules 2025 dataset describes C2HClFN3 in the gas phase at a distorted geometry. The level of theory is wB97M-V/def2-TZVPD.

CARTESIAN COORDINATES (ANGSTROEM)
H -0.7820 -0.6962 -1.2141
N -0.5230 0.9193 -0.0325
F -1.9629 0.8794 -1.7868
C 0.4725 0.2605 0.6216
Cl 1.3166 1.2571 1.8468
N 1.5051 -1.9708 0.9131
C -1.0682 0.2783 -1.0022
N 1.0419 -0.9276 0.6541

Results
Kohn-Sham gap = 7.97 eV
LUMO = -0.51 eV
Highest occupied orbital energy = -0.3117 Eh

=====

# 19
This record from the Open Molecules 2025 dataset describes 2 unconnected molecules or ions with the total composition C2HClN2O2 at a distorted geometry. The level of theory is wB97M-V/def2-TZVPD.

CARTESIAN COORDINATES (ANGSTROEM)
O 0.5380 1.6786 0.7661
C 0.9797 -1.5020 0.1748
C -0.6502 -0.1168 -0.0748
Cl -1.4912 -0.3726 1.3449
N 1.8444 -2.2226 0.1497
H -1.0838 -0.3798 -0.9069
N -0.0380 1.1895 -0.1783
O -0.0989 1.7256 -1.2754

Results
Kohn-Sham gap = 9.35 eV
LUMO = -2.68 eV
Highest occupied orbital energy = -0.4421 Eh

=====

# 20
This record from the Open Molecules 2025 dataset describes C2HClN2OS in the gas phase at a distorted geometry. The level of theory is wB97M-V/def2-TZVPD.

CARTESIAN COORDINATES (ANGSTROEM)
O -0.2401 1.8123 -0.0566
C 0.3361 -0.1984 -0.1249
N -1.3959 1.1335 -0.1320
Cl -2.2140 -1.3775 -0.0040
C -1.0471 -0.0804 -0.1242
N 0.7946 1.0008 0.0654
H 2.4017 -0.7435 0.4818
S 1.3648 -1.5468 -0.1056

Results
Kohn-Sham gap = 10.05 eV
Structure (SMILES) = Sc1nonc1Cl
LUMO = 0.25 eV
Highest occupied orbital energy = -0.3601 Eh

=====

E_tot readings, ordered: -88400.9207 -76334.8246 -77156.3956 -79203.7184 -10743.6439 -40686.5914 -50291.3248 -31230.8520 -68789.5337 -22091.7573 -30878.6237 -30881.6977 -25481.2749 -18818.7185 -18816.8292 -18817.4745 -21797.6405 -21797.0230 -21680.8675 -30472.4452 eV